Entry from the Open Molecules 2025 dataset: C12H18B5CaF20O9 as an isolated structure at a distorted geometry (ωB97M-V/def2-TZVPD).

Output
* orbital gap: 0.2547 hartree
* total charge: -3
* F_max: 0.06070 Eh/bohr
* LUMO energy: 5.0 eV
* total energy: -107370.4395 eV
* energy relative to the best compared isomer or geometry (same formula, charge and spin): 0.0 kJ/mol

Each line ends with the Löwdin charge.
Positions of all 65 atoms, in Å:
1 C -3.025 1.913 2.710  -0.12
2 H -7.013 -0.454 -0.029  0.07
3 B -0.055 -0.699 -4.381  -1.31
4 H -1.447 3.834 3.911  0.08
5 O -3.754 -0.674 -0.483  0.09
6 F 3.587 2.284 -2.291  0.10
7 C 4.652 0.456 2.090  -0.08
8 O -3.805 -1.977 -2.239  0.12
9 F 3.578 -2.493 -2.926  0.10
10 Ca 0.278 0.096 -1.568  1.62
11 H -1.370 0.752 3.619  0.16
12 F -0.198 -1.396 0.318  0.04
13 H 3.491 -0.588 3.645  0.14
14 H -0.070 2.750 4.429  0.09
15 H 5.179 1.102 2.790  0.12
16 F 0.965 -0.632 -5.330  0.13
17 C -3.056 -1.135 -1.516  -0.52
18 C -1.625 1.764 3.300  -0.28
19 H 5.335 -2.075 3.242  0.07
20 O 3.726 1.126 1.239  0.09
21 O -1.918 -0.876 -1.733  0.12
22 O -0.862 1.877 2.068  0.10
23 H -5.681 0.044 1.003  0.07
24 C -5.158 -1.831 -1.866  -0.12
25 F -0.327 0.562 -3.765  0.03
26 H -3.392 2.940 2.797  0.13
27 O -1.264 1.336 -0.096  0.13
28 H -5.813 0.704 -0.664  0.09
29 O 1.855 0.546 0.124  0.09
30 F 4.533 0.284 -2.839  0.10
31 F 1.926 -1.848 -1.376  0.09
32 C -1.138 2.843 4.249  -0.03
33 F -1.166 -1.162 -5.065  0.11
34 B 3.422 1.117 -3.055  -1.25
35 F 3.034 -3.776 -1.084  0.06
36 B 3.172 -2.447 -1.577  -1.26
37 C 2.666 0.342 0.961  -0.53
38 F -0.527 -2.267 2.439  0.07
39 H -5.033 -2.133 0.273  0.16
40 O 2.670 -0.688 1.784  0.12
41 C -5.042 -1.327 -0.462  -0.29
42 C -1.634 1.511 1.011  -0.51
43 F 2.235 0.444 -2.703  0.03
44 B -0.117 -2.569 1.122  -1.22
45 H 5.438 0.043 1.451  0.13
46 C 3.804 -0.727 2.606  -0.31
47 B 0.592 3.518 -2.239  -1.24
48 O -2.902 1.377 1.418  0.07
49 H -5.636 -1.168 -2.595  0.14
50 H -5.845 -2.681 -1.834  0.13
51 F -0.844 -3.575 0.455  0.08
52 F -0.718 3.995 -2.104  0.09
53 F 3.316 1.521 -4.400  0.09
54 F 1.584 4.505 -2.138  0.09
55 F 1.171 -3.127 1.163  0.11
56 C 4.501 -2.074 2.527  -0.03
57 C -5.958 -0.166 -0.030  -0.02
58 H 5.011 -2.323 1.594  0.08
59 F 0.754 3.011 -3.555  0.09
60 H 3.909 -2.954 2.775  0.09
61 H -3.803 1.338 3.217  0.13
62 F 4.205 -1.818 -0.879  0.11
63 F 0.880 2.410 -1.396  0.03
64 F 0.334 -1.533 -3.351  0.10
65 H -1.605 2.848 5.240  0.07